Below is a 2-piece molecular cluster, C20H24Cl2N2O4S2 overall in a non-equilibrium geometry, with properties calculated with wB97M-V/def2-TZVPD.

As for the SMILES: O=C(O)c1sccc1SCc1ccc(Cl)c(Cl)c1.CNC(=O)[C@@H](NC(C)=O)C(C)C. Its charge is 0. The LUMO energy is 0.08 eV. Its highest occupied orbital energy is -8.540 eV. As for the HOMO-LUMO gap: 8.620 eV.

Geometry (Å):
O: -0.11875 8.30072 4.66278
C: -0.28454 7.13959 4.32911
O: -0.36949 6.13842 5.22832
C: -0.39960 6.85712 2.89203
S: -0.48295 8.20528 1.75741
C: -0.58596 7.11137 0.39685
C: -0.55830 5.80280 0.79217
C: -0.45707 5.63327 2.24443
S: -0.41154 4.04879 3.04387
C: -0.41054 2.88741 1.62302
C: -0.58745 1.47727 2.09996
C: 0.51351 0.69837 2.47830
C: 0.32606 -0.62797 2.88254
C: -0.95748 -1.18374 2.91056
Cl: -1.16240 -2.85334 3.37793
C: -2.06353 -0.40109 2.55139
Cl: -3.68072 -1.06138 2.57279
C: -1.87274 0.92327 2.15337
H: -0.27433 6.57905 6.08418
H: -0.65682 7.44520 -0.63379
H: -0.60316 4.99536 0.07187
H: -1.23720 3.12961 0.94969
H: 0.52635 2.98477 1.06571
H: 1.51444 1.12010 2.45747
H: 1.17563 -1.23814 3.17355
H: -2.74008 1.51538 1.87741
C: -1.57350 -5.21799 -3.99843
N: -0.60992 -4.34853 -3.32787
C: -0.45912 -4.25598 -2.00286
O: -1.12740 -4.92901 -1.22313
C: 0.60856 -3.30452 -1.43880
N: 1.94941 -3.41548 -2.06338
C: 2.28893 -3.14531 -3.32615
C: 3.73486 -3.38204 -3.69160
O: 1.50978 -2.71808 -4.16704
C: 0.11367 -1.83893 -1.39376
C: -1.24026 -1.71236 -0.68577
C: 1.12295 -0.93926 -0.66584
H: -2.58816 -4.87738 -3.78456
H: -1.40581 -5.19821 -5.07610
H: -1.46403 -6.24169 -3.63479
H: -0.01222 -3.76009 -3.89994
H: 0.72542 -3.61189 -0.39977
H: 2.68730 -3.76144 -1.47220
H: 4.36981 -2.73935 -3.08447
H: 3.98760 -4.42671 -3.51832
H: 3.87638 -3.14315 -4.74545
H: -0.00864 -1.46060 -2.40820
H: -1.20036 -2.19593 0.28909
H: -1.50605 -0.66328 -0.56055
H: -2.02075 -2.18703 -1.28018
H: 1.33182 -1.34178 0.32393
H: 0.71941 0.06843 -0.57055
H: 2.04895 -0.87994 -1.23621

Mulliken analysis output, partial charges in e:
1. O -0.6244
2. C 0.5164
3. O -0.4156
4. C 0.4363
5. S -0.1436
6. C -0.4396
7. C -0.6546
8. C 0.2523
9. S -0.1528
10. C -0.9976
11. C 0.2217
12. C -0.3840
13. C -0.7057
14. C 0.2442
15. Cl -0.1644
16. C -0.0624
17. Cl -0.1928
18. C -0.4087
19. H 0.3452
20. H 0.4209
21. H 0.3270
22. H 0.5600
23. H 0.5961
24. H 0.4666
25. H 0.4597
26. H 0.4643
27. C -1.0052
28. N -0.0205
29. C -0.1127
30. O -0.6946
31. C -0.0769
32. N -0.1073
33. C 0.8463
34. C -1.3515
35. O -0.7323
36. C 0.5960
37. C -1.4633
38. C -1.3745
39. H 0.2919
40. H 0.3692
41. H 0.3176
42. H 0.2582
43. H 0.5836
44. H 0.2777
45. H 0.3440
46. H 0.3491
47. H 0.3492
48. H 0.2876
49. H 0.1909
50. H 0.4958
51. H 0.4256
52. H 0.2598
53. H 0.3633
54. H 0.3680

---

Below is C20H24CrN3O4SSbSe4 as an isolated structure in a non-equilibrium geometry, with properties calculated with wB97M-V/def2-TZVPD.

As for the expectation value of S²: 6.37. The spin multiplicity is 5. Its charge is -2. The LUMO energy (spin up / spin down) is 3.68 / 3.02 eV. Its highest occupied orbital energy (spin up / spin down) is -1.854 / -2.392 eV. As for the HOMO-LUMO gap (spin up / spin down): 5.536 / 5.414 eV.

Geometry (Å):
Cr: -0.18348 1.14558 0.00663
C: 1.38113 0.17240 -2.99765
C: 2.10569 0.16486 -1.70557
N: 1.66058 0.52131 -0.49971
C: 2.71857 0.36407 0.37516
C: 3.79538 -0.10465 -0.29551
N: 3.39300 -0.22306 -1.60065
H: 0.32540 0.34277 -2.82454
H: 1.48401 -0.79893 -3.48656
H: 1.74833 0.97525 -3.63885
H: 2.61662 0.63707 1.41114
H: 4.78642 -0.35431 0.03637
H: 3.95792 -0.53078 -2.37070
N: -0.24102 -1.80788 -1.29009
C: 0.55719 -2.97003 -1.30479
C: 0.48031 -3.90037 -2.34167
C: 1.29236 -5.02710 -2.33283
C: 2.19905 -5.22440 -1.30661
C: 2.30115 -4.29438 -0.28507
C: 1.48768 -3.17033 -0.28449
S: 3.11338 -6.77884 -1.21510
O: 2.15080 -7.69448 -0.60860
O: 4.27118 -6.49437 -0.37431
O: 3.44690 -7.10639 -2.59736
H: -0.61560 -1.62495 -0.36790
H: -0.99657 -1.82931 -1.96060
H: -0.23559 -3.74087 -3.14196
H: 1.23131 -5.77145 -3.11647
H: 3.01961 -4.46797 0.50535
H: 1.54732 -2.44301 0.51804
C: -4.54213 4.43856 1.16367
C: -3.65008 3.38351 1.76108
C: -3.86571 2.02971 1.55937
C: -2.89014 1.08239 1.84159
C: -3.18079 -0.37074 1.57738
C: -1.62573 1.51370 2.29877
C: -0.37511 0.76758 2.02336
O: -0.36686 -0.25837 1.17477
C: -1.47462 2.86766 2.70288
C: -0.11408 3.38641 3.08174
C: -2.48156 3.77611 2.41288
H: -5.42621 4.00249 0.69926
H: -3.97255 4.96456 0.39293
H: -4.85162 5.17317 1.91108
H: -4.78445 1.69258 1.08917
H: -4.24557 -0.57557 1.71286
H: -2.60178 -1.03041 2.22060
H: -2.94893 -0.63601 0.54337
H: 0.41003 0.72134 2.78439
H: 0.49376 3.37835 2.16494
H: 0.39495 2.78123 3.83093
H: -0.17354 4.42029 3.42353
H: -2.30570 4.83315 2.59243
Se: -0.19790 6.11211 -0.41133
Sb: -0.07661 3.29239 -0.70382
Se: -1.79424 1.27363 -1.22064
Se: 1.77486 5.34296 -0.38708
Se: 0.07328 3.67174 -3.14520

Mulliken analysis output, partial charges in e:
1. Cr 0.3532
2. C -1.3317
3. C 0.2549
4. N 0.9567
5. C -0.8115
6. C -0.7708
7. N 0.1185
8. H 0.0643
9. H 0.3479
10. H 0.3717
11. H 0.3965
12. H 0.4108
13. H 0.1758
14. N -0.0821
15. C 0.2815
16. C -0.5527
17. C -0.7055
18. C 0.0385
19. C -0.9613
20. C 0.0116
21. S 1.2617
22. O -0.6937
23. O -0.7252
24. O -0.7173
25. H -0.0217
26. H 0.2249
27. H 0.3064
28. H 0.3845
29. H 0.4422
30. H 0.4733
31. C -1.5526
32. C 0.8451
33. C -0.8675
34. C 0.8606
35. C -1.2950
36. C 0.2729
37. C -0.3946
38. O -0.3771
39. C 0.4079
40. C -1.5331
41. C -0.4085
42. H 0.3675
43. H 0.2569
44. H 0.3672
45. H 0.2561
46. H 0.5020
47. H 0.2920
48. H 0.1219
49. H 0.5622
50. H 0.1511
51. H 0.3125
52. H 0.4018
53. H 0.3158
54. Se -0.3524
55. Sb 0.9424
56. Se -0.9033
57. Se -0.3540
58. Se -0.6994

---

Below is C20H24CuN2O3S as an isolated structure in a non-equilibrium geometry, with properties calculated with wB97M-V/def2-TZVPD.

As for the expectation value of S²: 0.75. The spin multiplicity is 2. Its charge is 0. The LUMO energy (spin up / spin down) is -0.99 / -1.45 eV. Its highest occupied orbital energy (spin up / spin down) is -8.304 / -8.312 eV. As for the HOMO-LUMO gap (spin up / spin down): 7.312 / 6.860 eV.

Geometry (Å):
C: -1.83719 0.85891 2.32810
C: -1.60693 -0.63167 2.38688
H: -0.87967 1.39899 2.52881
H: -2.72554 1.29610 2.86756
H: -1.94187 1.07776 1.24166
H: -0.95052 -0.87861 1.53467
H: -1.07508 -1.07722 3.24451
H: -2.44568 -1.29350 2.12050
C: 0.07823 2.36643 -2.33252
C: 0.38581 3.28615 -3.33296
C: 0.55379 2.79607 -4.62043
C: 0.46271 1.41254 -4.88302
H: -0.10723 2.62052 -1.32201
H: 0.47337 4.34905 -3.12285
H: 0.77310 3.48207 -5.44972
H: 0.56306 1.05507 -5.92074
N: -0.01285 1.05699 -2.58688
C: 0.25372 0.51878 -3.79690
C: 0.19529 -0.95985 -3.80618
N: 0.00476 -1.49250 -2.57379
C: -0.18209 -2.79657 -2.35039
C: -0.03786 -3.23867 -4.68926
C: -0.22083 -3.71133 -3.40261
H: -0.33905 -3.04157 -1.32597
H: -0.41718 -4.74567 -3.23856
C: 0.16837 -1.87001 -4.89083
H: 0.29012 -1.49895 -5.90887
H: -0.02208 -3.92032 -5.54975
Cu: -0.68255 -0.15870 -1.38038
C: -2.63963 -0.21168 -1.38544
H: -3.02104 -1.06972 -1.95950
H: -3.07056 0.70495 -1.83799
H: -3.05763 -0.28294 -0.38527
C: 0.19577 0.75494 6.24241
C: 0.82496 0.50846 4.91524
C: 1.10507 -0.78954 4.48763
C: 1.64738 -1.04718 3.24440
C: 1.87021 0.00972 2.37222
C: 1.69666 1.33866 2.80005
C: 1.17933 1.56962 4.06692
S: 2.18835 -0.28617 0.60004
O: 3.44786 0.41203 0.37547
O: 2.14276 -1.77342 0.43869
O: 1.01702 0.37913 -0.09258
H: -0.77778 0.26886 6.28506
H: 0.80144 0.34935 7.05068
H: 0.06044 1.81401 6.44760
H: 0.90679 -1.65118 5.11561
H: 1.81940 -2.06079 2.91154
H: 1.91266 2.19755 2.15015
H: 1.03241 2.60510 4.38898

Mulliken analysis output, partial charges in e:
1. C -0.2980
2. C -0.5179
3. H 0.0449
4. H 0.3171
5. H -0.0874
6. H -0.2895
7. H 0.2944
8. H 0.4035
9. C -0.2404
10. C -0.7571
11. C -0.3021
12. C -0.6717
13. H 0.4672
14. H 0.3949
15. H 0.3837
16. H 0.3546
17. N 0.3901
18. C 0.1106
19. C 0.8962
20. N 0.4806
21. C -0.1399
22. C -0.3734
23. C -0.7086
24. H 0.4533
25. H 0.4177
26. C -0.5945
27. H 0.3394
28. H 0.3956
29. Cu -0.7954
30. C -0.8449
31. H 0.2743
32. H 0.2287
33. H 0.3617
34. C -1.4493
35. C 1.1925
36. C -0.5110
37. C -0.5627
38. C 0.1411
39. C -0.7084
40. C -0.8046
41. S 1.4533
42. O -0.7075
43. O -0.7629
44. O -0.0813
45. H 0.3052
46. H 0.3384
47. H 0.3665
48. H 0.3584
49. H 0.4458
50. H 0.3532
51. H 0.2457